Formula: C17H16F16NO6P
Source: the Open Molecules 2025 dataset
Level of theory: wB97M-V/def2-TZVPD

Properties
E_HOMO, eV: -9.20
LUMO energy, eV: 0.5
Orbital gap, eV: 9.7
Spin multiplicity: 1
E, eV: -84432.68398
Energy above the lowest of the compared OMol25 structures with the same formula, charge and spin, kcal per mole: 12.36
SMILES string: FC(F)C(F)(F)COC(F)(F)C(F)F.FC(F)C(F)(F)COC(F)(F)C(F)F.CP(O)OC(=O)Oc1cccnc1

Geometry as XYZ:
```
57
Properties=species:S:1:pos:R:3:forces:R:3:lowdin_charge:R:1
C -0.0678 -1.9046 -1.1631 -0.096 0.387 0.779 -0.22
P 0.9408 -0.3770 -0.9515 1.725 0.005 -1.027 0.90
O 1.5884 -0.5942 0.5311 -0.991 0.017 -0.087 -0.28
O -0.2261 0.8404 -0.6188 -1.482 -0.575 0.418 -0.17
C -1.2422 0.8026 -1.4853 0.886 -0.104 -1.904 -0.62
O -1.1079 0.4535 -2.6456 -0.317 0.362 1.486 0.11
O -2.4543 1.1882 -0.9806 0.518 -0.079 0.354 0.06
C -3.2501 0.0489 -0.7931 0.108 0.642 -0.820 -0.25
C -3.7273 -0.6696 -1.8560 0.052 0.051 -0.259 0.02
C -4.4670 -1.7747 -1.5240 -0.061 -0.085 -0.960 -0.06
C -4.6995 -2.0688 -0.2137 -0.719 -1.105 1.095 -0.16
N -4.2602 -1.3815 0.8354 0.050 0.293 -0.871 0.10
C -3.5432 -0.3198 0.4791 0.264 0.366 1.958 -0.08
H 0.4711 -2.6820 -0.6363 0.189 -0.182 0.134 0.03
H -0.0893 -2.1840 -2.2051 -0.243 0.102 -0.297 0.05
H -1.0641 -1.8502 -0.7220 -0.162 0.029 -0.174 0.05
H 0.9514 -1.0296 1.1167 0.233 0.066 0.296 0.06
H -3.5180 -0.3863 -2.8696 0.098 0.072 -0.227 0.13
H -4.8621 -2.4154 -2.2907 -0.160 -0.139 -0.163 0.11
H -5.3024 -2.9381 0.0076 -0.043 -0.149 0.151 0.11
H -3.1613 0.3039 1.2772 0.083 0.043 0.147 0.13
C 5.1767 -6.4250 0.5433 0.034 -0.515 -0.355 -0.04
C 5.5932 -5.7383 1.8606 0.154 0.404 -0.514 -0.44
C 4.5067 -5.4573 2.9037 -0.050 -0.074 0.392 -0.31
F 3.5740 -4.6019 2.4458 -0.024 0.030 -0.308 0.10
F 5.0765 -4.8872 3.9901 0.105 -0.059 -0.054 0.10
F 6.2737 -4.6076 1.5822 -0.112 0.078 0.042 0.14
F 6.4693 -6.5886 2.4671 -0.133 -0.190 0.097 0.10
O 5.0086 -5.6170 -0.6178 -0.172 0.557 0.499 0.05
C 3.8088 -5.0174 -0.9347 0.273 -0.768 0.069 -0.54
C 3.9322 -3.4927 -0.9720 0.137 0.406 -0.089 -0.28
F 4.3076 -3.0079 0.2222 -0.036 -0.146 0.188 0.11
F 2.7247 -2.9580 -1.2797 0.055 -0.185 -0.074 0.07
F 2.8107 -5.4238 -0.1282 0.028 0.171 0.145 0.15
F 3.4839 -5.4207 -2.1827 -0.029 0.099 -0.091 0.14
H 6.0254 -7.0574 0.2874 0.068 0.085 0.023 0.15
H 4.3391 -7.1069 0.6865 -0.185 0.200 0.140 0.15
H 4.0194 -6.3848 3.2169 0.023 -0.031 -0.066 0.17
H 4.6648 -3.1841 -1.7200 -0.041 -0.108 -0.072 0.18
C -1.3233 6.7228 -0.7941 0.522 -0.106 -0.308 -0.04
C -2.4972 7.6805 -0.5029 -0.237 -0.602 -0.177 -0.44
C -2.5870 8.3126 0.8893 -0.036 0.368 0.139 -0.31
F -2.7578 7.3914 1.8532 0.075 -0.292 -0.054 0.10
F -3.6585 9.1398 0.9285 0.027 -0.002 -0.129 0.09
F -3.6612 7.0723 -0.8121 -0.027 -0.008 0.136 0.14
F -2.3544 8.7249 -1.3689 0.179 0.143 0.088 0.10
O -1.5664 5.3220 -0.7485 -0.610 0.082 0.505 0.05
C -1.4441 4.5845 0.4144 0.585 0.592 -0.453 -0.53
C -2.7584 3.9292 0.8235 -0.646 -0.233 0.014 -0.28
F -3.7142 4.8539 1.0490 0.118 0.206 0.016 0.10
F -2.5856 3.2302 1.9703 0.196 0.012 -0.016 0.10
F -0.9101 5.3186 1.4093 -0.173 -0.001 0.086 0.15
F -0.5807 3.5842 0.1535 0.066 -0.120 0.024 0.15
H -1.0824 6.9014 -1.8411 -0.107 -0.003 -0.024 0.15
H -0.4268 6.9966 -0.2389 -0.133 0.019 0.277 0.15
H -1.6907 8.8995 1.1084 0.035 -0.038 -0.053 0.17
H -3.1057 3.2503 0.0446 0.142 0.016 -0.070 0.16
```
Forces are in eV/Å.